Record 1
The following is a DFT calculation (ωB97M-V/def2-TZVPD) of a cluster of 10 separate species, C9H36N13O12 in total in a non-equilibrium geometry.

Results
Frontier orbital gap, eV: 9.996
E_tot, eV: -53864.0893
Energy relative to the best compared isomer or geometry (same formula, charge and spin), kcal per mole: 0.0

```
! wB97M-V def2-TZVPD RIJCOSX def2/J DEFGRID3
* xyz -1 1
N -0.21 -0.53 -0.07
O -0.17 -1.75 -0.33
O 0.86 0.10 0.00
O -1.29 0.02 0.20
C 2.18 3.27 -1.36
O 1.17 2.30 -1.62
H 2.66 3.64 -2.25
H 1.73 4.12 -0.81
H 2.88 2.91 -0.60
H 1.08 1.77 -0.82
C 4.35 0.82 1.12
O 4.58 -0.59 1.26
H 5.29 1.37 1.12
H 3.89 1.02 0.14
H 3.70 1.13 1.93
H 5.18 -0.86 0.56
C 1.07 2.85 2.61
O 0.82 1.49 2.90
H 2.14 3.05 2.71
H 0.78 3.13 1.59
H 0.54 3.51 3.30
H 0.89 0.95 2.11
C -2.66 -3.52 -2.73
O -3.61 -3.82 -3.44
N -1.48 -3.03 -3.23
N -2.67 -3.69 -1.37
H -0.66 -3.04 -2.66
H -1.35 -3.10 -4.22
H -1.97 -3.22 -0.82
H -3.46 -4.18 -0.99
C -3.69 1.99 -1.53
O -4.45 2.89 -1.87
N -2.33 2.18 -1.46
N -4.11 0.74 -1.18
H -1.79 1.51 -0.93
H -2.02 3.11 -1.66
H -5.08 0.53 -1.23
H -3.44 0.11 -0.77
C -2.23 -2.34 2.93
O -2.25 -2.86 4.04
N -2.66 -1.05 2.73
N -1.84 -2.95 1.78
H -2.74 -0.44 3.52
H -2.56 -0.65 1.81
H -1.66 -3.94 1.86
H -1.52 -2.43 0.98
C 2.39 -4.33 0.40
O 3.06 -5.34 0.27
N 1.05 -4.37 0.71
N 2.86 -3.06 0.24
H 0.53 -3.51 0.60
H 0.53 -5.22 0.81
H 3.82 -2.91 0.05
H 2.22 -2.30 0.40
C -2.42 3.65 3.02
O -1.85 4.12 3.99
N -3.24 4.41 2.22
N -2.30 2.34 2.64
H -3.31 5.40 2.32
H -3.90 3.90 1.65
H -1.63 1.86 3.23
H -2.23 2.19 1.64
C 3.08 -0.16 -3.83
O 3.60 -0.71 -4.79
N 2.94 -0.75 -2.60
N 2.53 1.09 -3.93
H 3.36 -1.65 -2.46
H 2.39 -0.32 -1.88
H 2.52 1.45 -4.86
H 2.15 1.63 -3.16
*
```

natural (NBO) charges, unit e, in atom order: atom 1 (N): 0.756, atom 2 (O): -0.546, atom 3 (O): -0.555, atom 4 (O): -0.562, atom 5 (C): -0.266, atom 6 (O): -0.759, atom 7 (H): 0.185, atom 8 (H): 0.166, atom 9 (H): 0.170, atom 10 (H): 0.500, atom 11 (C): -0.248, atom 12 (O): -0.722, atom 13 (H): 0.159, atom 14 (H): 0.159, atom 15 (H): 0.193, atom 16 (H): 0.460, atom 17 (C): -0.256, atom 18 (O): -0.745, atom 19 (H): 0.150, atom 20 (H): 0.155, atom 21 (H): 0.208, atom 22 (H): 0.484, atom 23 (C): 0.774, atom 24 (O): -0.670, atom 25 (N): -0.847, atom 26 (N): -0.865, atom 27 (H): 0.395, atom 28 (H): 0.401, atom 29 (H): 0.397, atom 30 (H): 0.408, atom 31 (C): 0.769, atom 32 (O): -0.688, atom 33 (N): -0.866, atom 34 (N): -0.853, atom 35 (H): 0.406, atom 36 (H): 0.403, atom 37 (H): 0.405, atom 38 (H): 0.403, atom 39 (C): 0.775, atom 40 (O): -0.667, atom 41 (N): -0.854, atom 42 (N): -0.879, atom 43 (H): 0.402, atom 44 (H): 0.397, atom 45 (H): 0.397, atom 46 (H): 0.402, atom 47 (C): 0.775, atom 48 (O): -0.675, atom 49 (N): -0.863, atom 50 (N): -0.847, atom 51 (H): 0.395, atom 52 (H): 0.399, atom 53 (H): 0.400, atom 54 (H): 0.405, atom 55 (C): 0.773, atom 56 (O): -0.671, atom 57 (N): -0.852, atom 58 (N): -0.865, atom 59 (H): 0.404, atom 60 (H): 0.396, atom 61 (H): 0.417, atom 62 (H): 0.397, atom 63 (C): 0.771, atom 64 (O): -0.684, atom 65 (N): -0.863, atom 66 (N): -0.867, atom 67 (H): 0.404, atom 68 (H): 0.404, atom 69 (H): 0.396, atom 70 (H): 0.416


Record 2
The following is a DFT calculation (ωB97M-V/def2-TZVPD) of a cluster of 9 separate species, C9H36N18O9 in total in a non-equilibrium geometry.

Results
Frontier orbital gap (spin up / spin down), eV: 1.854 / 7.763
E_tot, eV: -55169.1152
Energy relative to the best compared isomer or geometry (same formula, charge and spin), kcal per mole: 64.9

```
! wB97M-V def2-TZVPD RIJCOSX def2/J DEFGRID3
* xyz -1 2
C 1.53 -3.07 -1.84
O 0.94 -1.99 -1.77
N 1.21 -4.06 -2.65
N 2.55 -3.33 -1.06
H 1.73 -4.93 -2.72
H 0.30 -4.10 -3.06
H 3.09 -4.12 -1.38
H 2.92 -2.46 -0.71
C 4.33 -2.69 2.34
O 3.97 -1.93 1.49
N 5.53 -2.75 2.83
N 3.67 -3.75 2.62
H 5.74 -3.20 3.71
H 6.10 -2.05 2.37
H 4.01 -4.40 3.31
H 2.82 -3.95 2.10
C -4.50 -1.52 1.72
O -3.42 -2.05 1.66
N -4.79 -0.22 2.13
N -5.58 -2.26 1.82
H -5.74 0.09 2.24
H -4.06 0.42 2.43
H -5.39 -3.22 1.55
H -6.38 -1.66 1.68
C 4.50 0.71 -0.89
O 4.41 -0.39 -1.38
N 3.90 1.16 0.12
N 5.47 1.43 -1.14
H 4.08 2.09 0.48
H 3.13 0.62 0.47
H 6.37 1.05 -1.37
H 5.39 2.43 -0.97
C 0.55 -0.03 1.19
O 1.39 0.87 1.34
N -0.68 0.18 0.73
N 0.86 -1.28 1.14
H -1.40 -0.54 0.76
H -1.05 1.12 0.72
H 0.21 -1.93 0.72
H 1.85 -1.45 1.10
C -2.70 -0.69 -1.88
O -2.28 0.27 -2.48
N -3.82 -0.86 -1.34
N -2.00 -1.74 -1.67
H -4.08 -1.71 -0.85
H -4.46 -0.13 -1.06
H -1.01 -1.70 -1.86
H -2.56 -2.48 -1.27
C 0.91 1.53 -3.51
O 1.92 1.95 -4.06
N -0.13 1.46 -4.23
N 0.80 1.10 -2.29
H -0.22 1.77 -5.19
H -1.00 1.28 -3.75
H -0.05 0.59 -2.08
H 1.62 1.17 -1.71
C -0.72 4.29 2.03
O -1.84 4.57 2.38
N -0.44 3.08 1.80
N 0.32 5.06 2.05
H 0.48 2.68 1.90
H -1.19 2.45 2.04
H 1.23 4.81 1.69
H 0.13 6.02 2.28
C -3.13 3.06 -0.23
O -2.48 3.93 -0.77
N -3.79 2.31 -1.00
N -3.57 2.96 0.98
H -3.48 2.44 -1.95
H -4.51 1.71 -0.64
H -4.44 2.47 1.14
H -3.05 3.49 1.66
*
```

Mulliken charges, unit e, in atom order: atom 1 (C): 0.310, atom 2 (O): -0.537, atom 3 (N): -0.450, atom 4 (N): -0.229, atom 5 (H): 0.131, atom 6 (H): 0.270, atom 7 (H): 0.181, atom 8 (H): 0.159, atom 9 (C): 0.485, atom 10 (O): -0.444, atom 11 (N): -0.515, atom 12 (N): -0.341, atom 13 (H): 0.171, atom 14 (H): 0.238, atom 15 (H): 0.139, atom 16 (H): 0.232, atom 17 (C): -4.646, atom 18 (O): 0.728, atom 19 (N): 0.941, atom 20 (N): 0.215, atom 21 (H): 0.554, atom 22 (H): 0.001, atom 23 (H): 0.533, atom 24 (H): 0.814, atom 25 (C): 0.671, atom 26 (O): -0.646, atom 27 (N): -0.145, atom 28 (N): -0.416, atom 29 (H): 0.158, atom 30 (H): 0.041, atom 31 (H): 0.221, atom 32 (H): 0.148, atom 33 (C): 0.766, atom 34 (O): -0.868, atom 35 (N): 0.593, atom 36 (N): -0.226, atom 37 (H): -0.098, atom 38 (H): -0.187, atom 39 (H): 0.177, atom 40 (H): -0.017, atom 41 (C): 0.103, atom 42 (O): -0.352, atom 43 (N): -0.337, atom 44 (N): 0.173, atom 45 (H): -0.027, atom 46 (H): 0.229, atom 47 (H): 0.061, atom 48 (H): 0.163, atom 49 (C): 0.587, atom 50 (O): -0.813, atom 51 (N): -0.292, atom 52 (N): 0.193, atom 53 (H): 0.195, atom 54 (H): 0.245, atom 55 (H): 0.049, atom 56 (H): -0.032, atom 57 (C): 0.560, atom 58 (O): -0.792, atom 59 (N): -0.159, atom 60 (N): -0.409, atom 61 (H): 0.083, atom 62 (H): 0.182, atom 63 (H): 0.163, atom 64 (H): 0.235, atom 65 (C): 0.215, atom 66 (O): -0.682, atom 67 (N): -0.350, atom 68 (N): -0.229, atom 69 (H): 0.113, atom 70 (H): 0.235, atom 71 (H): 0.231, atom 72 (H): 0.346